(1)
DFT (wB97M-V/def2-TZVPD) results for a gas-phase ion, C7H14FN2O2S (charge +1).

Atoms and positions in Å:
C -0.8125 0.7821 -0.2141
C 1.7136 0.9140 -0.0919
C 1.7608 -0.7787 0.5282
C -1.0243 -0.7000 -0.2369
C 2.5926 1.7972 0.7555
C -1.5417 -1.1874 1.1149
C -1.9328 -1.1493 -1.3798
N 0.3482 1.3795 -0.0650
N -1.9002 1.5328 -0.2779
O 0.9762 -1.1504 -1.9195
O 0.4018 -2.9567 -0.3340
F 1.3456 -0.7902 1.8026
S 0.5691 -1.5762 -0.6168
H 2.0662 0.7848 -1.1172
H 2.7720 -1.1693 0.4420
H 2.2556 1.8079 1.7900
H 2.5954 2.8158 0.3709
H 3.6176 1.4370 0.7351
H -1.4678 -2.2745 1.1323
H -2.5859 -0.9125 1.2601
H -0.9619 -0.7952 1.9472
H -1.8550 -2.2321 -1.4610
H -1.6039 -0.7260 -2.3265
H -2.9779 -0.9007 -1.2087
H 0.3198 2.3969 0.0049
H -2.8087 1.1096 -0.3826
H -1.8618 2.5418 -0.2520

Properties
Energy (eV): -28106.84858
ΔE to the lowest compared entry with this formula, charge and spin (kcal/mol): 0.0
Total charge: +1
Frontier orbital gap (Ha): 0.3968


(2)
DFT (wB97M-V/def2-TZVPD) results for C9H17NO3S in the gas phase.

Atoms and positions in Å:
C 0.5133 0.6777 1.6688
C -0.5751 1.3101 1.2343
C 1.3236 -0.3180 1.0233
C -1.1193 1.0930 -0.1762
C -0.2144 -1.2561 -0.1815
C -2.7046 1.2027 -0.1844
C -0.5105 2.1779 -1.0796
C -1.0007 -1.9021 0.9857
C 0.4904 -2.2436 -1.0224
N -0.7434 -0.2122 -0.7341
O 1.9987 0.2820 -1.3872
O 3.0158 1.5752 0.3691
O 3.7047 -0.6984 0.1293
S 2.4865 0.3705 -0.0556
H 1.0324 1.0067 2.6160
H -1.1751 2.0076 1.8805
H 1.7664 -0.9355 1.7477
H -2.7717 2.1121 0.2887
H -3.1683 0.4044 0.4514
H -3.3059 1.0837 -1.1722
H 0.6425 2.1940 -1.3319
H -0.6273 3.1499 -0.5821
H -0.9860 2.1300 -2.0787
H -1.6777 -1.2341 1.2823
H -0.3199 -2.2137 1.7966
H -1.4912 -2.8039 0.5497
H -0.1757 -2.9570 -1.5877
H 0.9991 -2.9695 -0.3884
H 1.0531 -1.8103 -1.8820
H -0.3107 0.1137 -1.6619
H 3.8510 -1.3366 -0.5177

Properties
Energy (eV): -28072.76662
ΔE to the lowest compared entry with this formula, charge and spin (kcal/mol): 59.9
Frontier orbital gap (Ha): 0.3124


Q: Which HOMO energy values were calculated for the entries above? A: -14.319, -7.858, in eV.
Q: Which LUMO level values were calculated for the entries above? A: -3.5, 0.6, in eV.
Q: Which M values were calculated for the entries above? A: 209.3, 219.3, in Da.